1.
# F4NP

2 unconnected molecules or ions with the total composition F4NP (ωB97M-V/def2-TZVPD, the OMol25 dataset).

```
6
Properties=species:S:1:pos:R:3:mulliken_charge:R:1
N -0.172 -0.241 -1.496 0.0648
F 1.182 -0.417 -0.929 -0.1801
F -0.812 -1.425 -1.379 -0.0734
F 0.650 1.558 0.865 -0.1398
F -0.135 -0.327 1.956 -0.2358
P -0.713 0.853 0.983 0.5644
```

Properties
Net charge: 0
Max |F| in eV Å⁻¹: 2.45
E_tot in eV: -21644.6706
Energy relative to the best compared isomer or geometry (same formula, charge and spin) in kJ/mol: 374.6



2.
# F5HSi2

F5HSi2 in the gas phase (ωB97M-V/def2-TZVPD, the OMol25 dataset).

```
8
Properties=species:S:1:pos:R:3:mulliken_charge:R:1
F 1.427 -1.610 -0.897 -0.2438
Si 0.100 -1.150 -0.163 0.6130
F 0.183 -1.798 1.297 -0.2292
Si -0.190 1.080 0.103 0.8201
F -1.612 1.575 0.706 -0.2507
F -0.166 1.755 -1.285 -0.1780
F 1.097 1.840 1.317 -0.4399
H -0.838 -1.692 -1.077 -0.0915
```

Properties
Net charge: 0
Max |F| in eV Å⁻¹: 5.83
E_tot in eV: -29366.3662
Energy relative to the best compared isomer or geometry (same formula, charge and spin) in kJ/mol: 115.2
Structure (SMILES): F[SiH](F)[Si](F)(F)F



3.
# F6H18O9P

10 unconnected molecules or ions with the total composition F6H18O9P (ωB97M-V/def2-TZVPD, the OMol25 dataset).

```
34
Properties=species:S:1:pos:R:3:mulliken_charge:R:1
P 0.302 -0.545 0.187 1.6849
F -1.009 -0.906 1.155 -0.4354
F 1.161 -0.213 1.528 -0.6085
F 0.754 -2.110 0.309 -0.4134
F 1.664 -0.273 -0.743 -0.4397
F -0.681 -0.818 -1.041 -0.3536
F -0.103 0.995 -0.049 -0.1985
O 1.015 -3.751 -1.688 -0.6850
H 1.872 -3.586 -2.082 0.2847
H 0.847 -2.979 -1.148 0.4355
O 0.965 3.274 -1.224 -0.6996
H 0.807 2.331 -1.201 0.2851
H 1.562 3.436 -0.494 0.2908
O 3.654 -1.683 0.836 -0.6327
H 4.261 -0.946 0.898 0.2949
H 2.969 -1.379 0.239 0.3608
O -0.922 1.413 -3.298 -0.6360
H -0.345 2.140 -3.531 0.2979
H -0.334 0.743 -2.949 0.2875
O 0.437 2.278 2.471 -0.6461
H 0.758 1.480 2.053 0.3406
H 1.072 2.951 2.224 0.2825
O -0.878 -3.309 2.635 -0.6725
H -0.203 -3.538 3.273 0.2868
H -0.423 -2.773 1.985 0.3161
O -2.697 1.285 1.510 -0.7057
H -2.029 0.682 1.186 0.2787
H -2.565 2.085 1.001 0.3993
O -2.843 -2.424 -2.504 -0.6629
H -2.795 -3.110 -1.837 0.3147
H -2.507 -1.641 -2.068 0.3465
O -1.599 3.812 0.828 -0.7405
H -1.102 3.664 0.023 0.3650
H -1.064 3.415 1.516 0.3778
```

Properties
Net charge: -1
Max |F| in eV Å⁻¹: 1.67
E_tot in eV: -44323.0874
Energy relative to the best compared isomer or geometry (same formula, charge and spin) in kJ/mol: 44.0



4.
# F6N6O21S6Zr

A molecular structure, F6N6O21S6Zr (ωB97M-V/def2-TZVPD, the OMol25 dataset).

```
40
Properties=species:S:1:pos:R:3:mulliken_charge:R:1
Zr 14.137 -7.957 -20.398 3.4145
N 13.742 -8.538 -18.403 -0.0571
S 14.199 -9.705 -17.341 0.8425
O 13.309 -10.797 -17.247 -0.5526
O 15.095 -9.365 -16.296 -0.5423
F 15.296 -10.294 -18.401 -0.2980
S 12.793 -7.728 -17.191 0.8565
O 13.462 -7.007 -16.173 -0.5467
O 11.528 -8.334 -16.976 -0.5652
F 12.395 -6.547 -18.160 -0.1928
N 16.196 -7.991 -19.926 0.1902
S 17.194 -7.563 -18.580 0.8733
O 18.027 -6.457 -18.854 -0.5600
O 17.590 -8.595 -17.695 -0.5166
F 16.010 -6.957 -17.728 -0.1702
S 17.448 -8.756 -20.627 0.6822
O 17.781 -10.043 -20.141 -0.5333
O 18.343 -8.003 -21.433 -0.5749
F 16.422 -9.160 -21.855 -0.2482
N 13.539 -9.693 -21.368 0.0782
S 12.197 -10.729 -20.959 0.8972
O 12.643 -12.005 -20.516 -0.6000
O 10.916 -10.528 -21.505 -0.5296
F 12.029 -10.107 -19.511 -0.1966
S 13.741 -10.488 -22.832 0.9371
O 12.596 -10.397 -23.666 -0.5974
O 14.500 -11.676 -22.804 -0.5910
F 14.706 -9.443 -23.488 -0.2086
N 10.970 -6.592 -20.793 0.6579
O 10.149 -6.846 -19.922 -0.5842
O 10.721 -5.845 -21.716 -0.5812
O 12.149 -7.130 -20.759 -0.4376
N 14.403 -4.568 -19.575 0.5793
O 14.447 -5.851 -19.711 -0.2296
O 15.245 -3.991 -18.903 -0.6183
O 13.489 -3.970 -20.137 -0.5941
N 14.199 -6.690 -23.474 0.9127
O 14.554 -6.972 -22.241 -0.5646
O 13.070 -6.941 -23.829 -0.5404
O 15.045 -6.191 -24.198 -0.6905
```

Properties
Net charge: -2
Max |F| in eV Å⁻¹: 8.09
E_tot in eV: -134525.4898
Energy relative to the best compared isomer or geometry (same formula, charge and spin) in kJ/mol: 0.0



Copy entry 2 word for word.
# F5HSi2

F5HSi2 in the gas phase (ωB97M-V/def2-TZVPD, the OMol25 dataset).

```
8
Properties=species:S:1:pos:R:3:mulliken_charge:R:1
F 1.427 -1.610 -0.897 -0.2438
Si 0.100 -1.150 -0.163 0.6130
F 0.183 -1.798 1.297 -0.2292
Si -0.190 1.080 0.103 0.8201
F -1.612 1.575 0.706 -0.2507
F -0.166 1.755 -1.285 -0.1780
F 1.097 1.840 1.317 -0.4399
H -0.838 -1.692 -1.077 -0.0915
```

Properties
Net charge: 0
Max |F| in eV Å⁻¹: 5.83
E_tot in eV: -29366.3662
Energy relative to the best compared isomer or geometry (same formula, charge and spin) in kJ/mol: 115.2
Structure (SMILES): F[SiH](F)[Si](F)(F)F